Record 1
DFT (ωB97M-V/def2-TZVPD) results for C14H9Cl2F3IrN2O4 as an isolated structure.

Geometry as XYZ:
```
35
C14H9Cl2F3IrN2O4 | OMol25 | ωB97M-V/def2-TZVPD
Ir 0.29 1.02 -0.73
O -3.43 1.39 1.56
C -2.22 1.32 1.10
O -2.02 1.08 -0.09
C -1.10 1.56 2.05
C -1.19 1.86 3.39
C -0.01 2.04 4.10
C 1.21 1.92 3.46
C 1.21 1.61 2.10
N 0.08 1.43 1.44
C 2.46 1.43 1.27
O 3.56 1.55 1.71
O 2.16 1.13 -0.01
H -2.16 1.96 3.88
H -0.04 2.29 5.16
H 2.16 2.05 3.97
Cl 0.80 4.34 -0.56
C -0.18 4.20 -1.98
Cl -0.02 2.50 -2.71
H 0.15 4.86 -2.78
H -1.24 4.29 -1.75
F -0.52 -5.86 -1.06
C -0.11 -5.22 -2.16
F 1.07 -5.70 -2.53
F -1.00 -5.44 -3.13
C -0.03 -3.72 -1.86
C -1.21 -3.02 -1.62
C -1.13 -1.68 -1.32
N 0.05 -1.05 -1.27
C 1.19 -1.72 -1.52
C 1.18 -3.07 -1.82
H -2.17 -3.51 -1.66
H -2.02 -1.09 -1.14
H 2.12 -1.16 -1.46
H 2.11 -3.59 -2.01
```

The value obtained for the HOMO energy (alpha / beta) is -16.450 / -17.096 eV. As for the energy above the lowest of the compared OMol25 structures with the same formula, charge and spin: 0.0 kJ/mol. For the gap between HOMO and LUMO (alpha / beta), the calculation gives 8.62 / 6.34 eV. For the LUMO energy (alpha / beta), the calculation gives -7.83 / -10.75 eV. The spin multiplicity is 6. As for the total charge: +2. The total energy comes out at -61849.8032 eV.

Löwdin population analysis, charges in e, atoms 1 to 5: atom 1 (Ir): 1.462, atom 2 (O): 0.369, atom 3 (C): -0.444, atom 4 (O): -0.014, atom 5 (C): -0.159

***

Record 2
DFT (ωB97M-V/def2-TZVPD) results for a 2-piece molecular cluster, C5H13N2 overall at a distorted geometry.

Geometry as XYZ:
```
20
C5H13N2 | OMol25 | ωB97M-V/def2-TZVPD
C -0.06 1.94 -0.17
C -1.46 1.38 0.05
C -2.32 1.83 1.02
H 0.34 1.72 -1.16
H -0.10 3.05 -0.18
H 0.59 1.69 0.70
H -1.69 0.48 -0.55
H -3.31 1.45 1.14
H -2.15 2.73 1.60
C 0.37 -1.60 0.01
C 1.41 -1.04 -0.65
N 2.23 -1.70 -1.56
N -0.23 -0.90 1.20
H -0.19 -2.50 -0.32
H 1.68 -0.01 -0.41
H 2.61 -1.06 -2.27
H 1.70 -2.43 -2.01
H -0.01 -1.34 2.08
H -1.26 -0.82 1.12
H 0.13 0.07 1.21
```

The value obtained for the HOMO energy is -13.370 eV. As for the energy above the lowest of the compared OMol25 structures with the same formula, charge and spin: 293.5 kJ/mol. For the gap between HOMO and LUMO, the calculation gives 10.23 eV. For the LUMO energy, the calculation gives -3.14 eV. As for the total charge: +1. The total energy comes out at -8367.7681 eV.

Löwdin population analysis, charges in e, atoms 1 to 5: atom 1 (C): -0.120, atom 2 (C): -0.250, atom 3 (C): 0.024, atom 4 (H): 0.079, atom 5 (H): 0.095

***

Record 3
DFT (ωB97M-V/def2-TZVPD) results for C5H8N2O in the gas phase at a distorted geometry.

Geometry as XYZ:
```
16
C5H8N2O | OMol25 | ωB97M-V/def2-TZVPD
C -0.24 0.57 -1.02
C -0.02 -1.03 -0.77
C 0.20 0.27 1.35
C 0.60 1.23 0.12
C 0.47 -1.03 0.64
N 2.00 1.11 -0.10
N 2.34 -0.08 0.03
O 3.35 -0.61 -0.18
H -0.07 0.99 -2.07
H -1.33 0.89 -0.95
H -0.95 -1.51 -0.89
H 0.66 -1.65 -1.38
H 0.94 0.38 2.22
H -0.70 0.62 1.66
H 0.29 2.27 0.29
H 0.87 -1.93 1.00
```

The value obtained for the HOMO energy (alpha / beta) is -6.554 / -10.022 eV. As for the energy above the lowest of the compared OMol25 structures with the same formula, charge and spin: 172.4 kJ/mol. For the gap between HOMO and LUMO (alpha / beta), the calculation gives 7.64 / 8.35 eV. For the LUMO energy (alpha / beta), the calculation gives 1.08 / -1.67 eV. The spin multiplicity is 3. As for the total charge: 0. The total energy comes out at -10335.7743 eV.

Löwdin population analysis, charges in e, atoms 1 to 5: atom 1 (C): -0.114, atom 2 (C): -0.166, atom 3 (C): -0.121, atom 4 (C): -0.331, atom 5 (C): -0.142

***

Record 4
DFT (ωB97M-V/def2-TZVPD) results for C29H24AsCl2N3Pt as an isolated structure.

Geometry as XYZ:
```
60
C29H24AsCl2N3Pt | OMol25 | ωB97M-V/def2-TZVPD
Pt 0.88 -0.17 -1.11
N -1.45 -0.97 -3.29
C -0.75 -2.04 -2.78
C -1.09 -3.30 -3.28
C -0.48 -4.43 -2.80
C 0.47 -4.30 -1.79
C 0.78 -3.06 -1.33
N 0.18 -1.92 -1.82
C -1.31 0.38 -3.12
C -2.10 1.24 -3.89
C -1.93 2.60 -3.77
C -0.97 3.10 -2.89
C -0.24 2.22 -2.15
N -0.40 0.87 -2.27
H -2.15 -1.23 -3.97
H -1.85 -3.37 -4.06
H -0.74 -5.40 -3.20
H 0.98 -5.16 -1.37
H 1.52 -2.91 -0.56
H -2.83 0.82 -4.57
H -2.53 3.27 -4.37
H -0.80 4.16 -2.79
H 0.53 2.55 -1.46
C 2.20 -2.29 4.89
C 1.21 -2.94 4.15
C 0.67 -2.34 3.03
C 1.12 -1.06 2.69
C 2.15 -0.40 3.40
C 2.66 -1.03 4.52
As 0.25 -0.09 1.38
C 0.55 1.73 1.09
C 1.76 2.44 0.96
C 1.69 3.81 0.79
C 0.45 4.44 0.77
C -0.75 3.72 0.89
C -0.72 2.35 1.04
C -1.89 1.45 1.18
C -3.22 1.84 1.22
C -4.22 0.87 1.36
C -3.92 -0.48 1.46
C -2.60 -0.90 1.43
C -1.61 0.07 1.32
H 2.62 -2.78 5.76
H 0.86 -3.92 4.46
H -0.10 -2.85 2.46
H 2.51 0.58 3.12
H 3.41 -0.53 5.12
H 2.71 1.94 1.02
H 2.59 4.40 0.71
H 0.40 5.52 0.66
H -1.69 4.26 0.89
H -3.49 2.88 1.17
H -5.26 1.19 1.40
H -4.72 -1.20 1.58
H -2.36 -1.95 1.53
Cl 6.01 -1.05 -0.43
C 4.82 -0.17 -1.14
Cl 2.94 -0.96 -0.27
H 4.59 -0.41 -2.17
H 4.69 0.85 -0.80
```

The value obtained for the HOMO energy is -19.938 eV. As for the energy above the lowest of the compared OMol25 structures with the same formula, charge and spin: 0.0 kJ/mol. For the gap between HOMO and LUMO, the calculation gives 5.35 eV. For the LUMO energy, the calculation gives -14.59 eV. As for the total charge: +4. The total energy comes out at -124020.1931 eV.

Löwdin population analysis, charges in e, atoms 1 to 5: atom 1 (Pt): 0.972, atom 2 (N): 0.168, atom 3 (C): -0.238, atom 4 (C): 0.053, atom 5 (C): 0.042

***

Copy entry 1 word for word.
DFT (ωB97M-V/def2-TZVPD) results for C14H9Cl2F3IrN2O4 as an isolated structure.

Geometry as XYZ:
```
35
C14H9Cl2F3IrN2O4 | OMol25 | ωB97M-V/def2-TZVPD
Ir 0.29 1.02 -0.73
O -3.43 1.39 1.56
C -2.22 1.32 1.10
O -2.02 1.08 -0.09
C -1.10 1.56 2.05
C -1.19 1.86 3.39
C -0.01 2.04 4.10
C 1.21 1.92 3.46
C 1.21 1.61 2.10
N 0.08 1.43 1.44
C 2.46 1.43 1.27
O 3.56 1.55 1.71
O 2.16 1.13 -0.01
H -2.16 1.96 3.88
H -0.04 2.29 5.16
H 2.16 2.05 3.97
Cl 0.80 4.34 -0.56
C -0.18 4.20 -1.98
Cl -0.02 2.50 -2.71
H 0.15 4.86 -2.78
H -1.24 4.29 -1.75
F -0.52 -5.86 -1.06
C -0.11 -5.22 -2.16
F 1.07 -5.70 -2.53
F -1.00 -5.44 -3.13
C -0.03 -3.72 -1.86
C -1.21 -3.02 -1.62
C -1.13 -1.68 -1.32
N 0.05 -1.05 -1.27
C 1.19 -1.72 -1.52
C 1.18 -3.07 -1.82
H -2.17 -3.51 -1.66
H -2.02 -1.09 -1.14
H 2.12 -1.16 -1.46
H 2.11 -3.59 -2.01
```

The value obtained for the HOMO energy (alpha / beta) is -16.450 / -17.096 eV. As for the energy above the lowest of the compared OMol25 structures with the same formula, charge and spin: 0.0 kJ/mol. For the gap between HOMO and LUMO (alpha / beta), the calculation gives 8.62 / 6.34 eV. For the LUMO energy (alpha / beta), the calculation gives -7.83 / -10.75 eV. The spin multiplicity is 6. As for the total charge: +2. The total energy comes out at -61849.8032 eV.

Löwdin population analysis, charges in e, atoms 1 to 5: atom 1 (Ir): 1.462, atom 2 (O): 0.369, atom 3 (C): -0.444, atom 4 (O): -0.014, atom 5 (C): -0.159

***

Which value of total energy does entry 1 give? -61849.8032 eV

***

What is the total charge in the second record? +1